No. 1
21
Properties=species:S:1:pos:R:3 method="wB97M-V/def2-TZVPD" e_lumo_ha="-0.299 / -0.437" spin_multiplicity=5 homo_ev="-14.3 / -18.8" gap_ev="6.205 / 6.850" largest_force_ha_per_bohr=0.1157 charge=+2 de_lowest_kj_mol=215.0
O -0.869 2.859 -5.514
C -0.912 2.457 -4.442
Rh -0.911 0.706 -1.368
C -0.612 0.795 0.798
O -1.156 1.427 1.649
C -0.916 -1.194 -1.323
O -0.890 -2.321 -1.040
C 0.999 1.016 -1.545
O 2.139 1.126 -1.693
C -2.846 0.947 -1.112
O -3.998 1.013 -1.126
H -1.162 -0.038 -2.884
N 0.102 -1.370 1.893
C 1.058 -1.790 2.741
C 2.135 -0.908 2.618
C 1.763 0.058 1.689
N 0.521 -0.266 1.216
H -0.808 -1.790 1.695
H 0.976 -2.706 3.305
H 3.099 -0.969 3.095
H 2.289 0.948 1.350


No. 2
17
Properties=species:S:1:pos:R:3 method="wB97M-V/def2-TZVPD" e_lumo_ha="0.001 / 0.015" spin_multiplicity=1 homo_ev="-7.9 / -7.9" gap_ev="7.967 / 8.339" largest_force_ha_per_bohr=0.0635 de_lowest_kj_mol=416.8
C 0.402 -1.659 -1.097
C 0.710 -0.786 1.398
C -0.288 0.569 -0.329
C 0.635 -2.686 -1.872
C -0.798 1.757 -0.684
C -0.133 1.357 2.008
N -0.168 -0.439 -1.265
N 0.127 0.316 1.010
O 1.176 -1.304 2.359
H 0.353 -2.703 -2.924
H 1.116 -3.572 -1.502
H -0.924 2.583 -0.019
H -1.103 1.922 -1.700
H 0.161 0.967 2.981
H 0.453 2.251 1.790
H -1.193 1.605 2.026
H -0.526 -0.174 -2.180


No. 3
46
Properties=species:S:1:pos:R:3 method="wB97M-V/def2-TZVPD" e_lumo_ha="0.082 / 0.081" spin_multiplicity=3 homo_ev="-3.1 / -5.3" gap_ev="5.346 / 7.515" largest_force_ha_per_bohr=0.0044 charge=-1 de_lowest_kj_mol=0.0
Ti 0.467 -0.675 -0.622
Cl -2.590 2.631 4.835
C -2.007 1.418 3.755
C -0.746 0.855 3.939
Cl 0.229 1.358 5.269
C -0.259 -0.088 3.047
Cl 1.284 -0.810 3.271
C -0.995 -0.468 1.910
O -0.492 -1.261 0.997
C -2.303 0.040 1.799
Cl -3.280 -0.544 0.505
C -2.790 0.986 2.690
Cl -4.371 1.641 2.464
S 2.782 -1.021 0.220
C 3.787 -1.176 -1.197
C 5.182 -1.415 -0.969
N 6.300 -1.596 -0.763
C 3.305 -1.067 -2.462
S 1.634 -0.769 -2.830
C 4.196 -1.207 -3.581
N 4.894 -1.308 -4.490
N 1.840 -3.947 -1.366
N 0.478 -3.831 -1.580
N -0.219 -4.770 -2.163
C -1.431 -4.235 -2.170
N -1.467 -3.027 -1.596
N -0.236 -2.784 -1.236
H 2.300 -3.596 -2.204
H 2.076 -3.301 -0.608
H -2.293 -4.725 -2.587
C -3.019 2.318 -1.622
N -1.803 2.358 -0.837
C -1.615 3.399 0.098
C -0.488 3.364 0.913
C 0.418 2.339 0.787
N 0.203 1.334 -0.141
C -0.904 1.363 -0.908
O -1.052 0.348 -1.666
N 1.540 2.160 1.569
H -3.885 2.245 -0.960
H -2.988 1.448 -2.270
H -3.100 3.225 -2.223
H -2.394 4.140 0.144
H -0.336 4.143 1.648
H 1.917 2.980 2.011
H 2.230 1.530 1.183


No. 4
18
Properties=species:S:1:pos:R:3 method="wB97M-V/def2-TZVPD" e_lumo_ha=0.020 spin_multiplicity=1 homo_ev=-9.4 gap_ev=9.897 smiles="CC(N)=O.CC(N)=O" largest_force_ha_per_bohr=0.0232 de_lowest_kj_mol=30.5
C -1.018 -2.550 1.719
C 0.234 -2.663 0.890
N 0.679 -1.509 0.342
O 0.798 -3.727 0.709
H -1.117 -3.475 2.281
H -1.896 -2.466 1.086
H -1.056 -1.714 2.421
H 1.538 -1.487 -0.181
H 0.300 -0.591 0.504
C -0.337 1.482 -1.675
C 0.546 2.047 -0.601
N 0.552 3.389 -0.560
O 1.243 1.376 0.147
H -0.558 0.421 -1.558
H 0.203 1.582 -2.629
H -1.270 2.031 -1.762
H 1.125 3.907 0.083
H 0.034 3.946 -1.215


No. 5
13
Properties=species:S:1:pos:R:3 method="wB97M-V/def2-TZVPD" e_lumo_ha="-0.148 / -0.268" spin_multiplicity=7 homo_ev="-13.5 / -15.0" gap_ev="9.535 / 7.753" largest_force_ha_per_bohr=0.0996 charge=+1 de_lowest_kj_mol=0.0
C 0.524 -1.806 0.029
C -0.660 -0.877 0.103
O -0.130 0.463 0.438
C -0.789 1.607 0.031
Ru 1.835 -0.158 0.189
H 0.534 -2.528 0.857
H 0.548 -2.362 -0.919
H -1.339 -1.070 0.948
H -1.258 -0.808 -0.819
H 1.098 2.186 -0.630
H -1.765 1.440 -0.436
O 2.154 1.526 -0.584
H -0.752 2.387 0.794


No. 6
79
Properties=species:S:1:pos:R:3 method="wB97M-V/def2-TZVPD" e_lumo_ha="-0.097 / -0.116" spin_multiplicity=4 homo_ev="-9.8 / -10.1" gap_ev="7.177 / 6.963" largest_force_ha_per_bohr=0.0629 charge=+1
V 0.689 0.043 0.337
O 4.494 -1.008 2.325
C 4.087 -2.236 2.705
C 5.029 -3.116 3.238
C 4.655 -4.371 3.664
C 3.329 -4.771 3.583
C 2.392 -3.914 3.042
C 2.757 -2.650 2.584
C 1.693 -1.775 1.942
O 2.105 -0.575 1.448
N 1.079 -2.560 0.812
N 0.896 -1.749 -0.224
C 0.863 -2.150 -1.461
C 0.973 -1.209 -2.514
Br 1.786 0.474 -1.886
C 0.747 -1.336 -3.837
C 0.086 -2.450 -4.482
C 0.438 -2.768 -5.800
C -0.181 -3.809 -6.462
C -1.178 -4.540 -5.832
C -1.545 -4.226 -4.533
C -0.922 -3.193 -3.859
H 3.713 -0.571 1.909
H 6.054 -2.786 3.296
H 5.396 -5.045 4.060
H 3.033 -5.748 3.929
H 1.357 -4.220 2.969
H 0.861 -1.619 2.667
H 1.525 -3.460 0.614
H 0.878 -3.208 -1.722
H 1.102 -0.553 -4.492
H 1.213 -2.198 -6.291
H 0.104 -4.051 -7.474
H -1.679 -5.336 -6.360
H -2.332 -4.783 -4.047
H -1.250 -2.922 -2.864
C 1.586 0.721 4.981
N 1.622 1.678 3.897
C 2.682 2.663 3.966
C 0.850 1.510 2.827
O 0.038 0.591 2.680
C 0.919 2.577 1.724
O 0.101 2.158 0.660
C -1.298 2.261 0.887
C -1.913 1.041 0.209
O -1.162 0.273 -0.403
N -3.223 0.808 0.292
C -3.761 -0.415 -0.272
C -4.171 1.602 1.033
H 2.546 0.211 5.057
H 1.369 1.238 5.917
H 0.809 -0.012 4.783
H 3.588 2.281 3.489
H 2.401 3.596 3.486
H 2.905 2.871 5.011
H 0.603 3.563 2.101
H 1.932 2.644 1.307
H -1.534 2.247 1.957
H -1.667 3.192 0.433
H -2.955 -0.984 -0.735
H -4.222 -1.016 0.512
H -4.517 -0.183 -1.022
H -3.753 2.566 1.299
H -5.058 1.760 0.419
H -4.466 1.072 1.943
N -0.541 2.874 -1.977
C -1.696 3.636 -2.059
C -2.929 3.030 -2.299
C -4.090 3.779 -2.303
C -4.048 5.143 -2.067
C -2.826 5.756 -1.843
C -1.660 5.012 -1.834
H 0.319 3.367 -2.164
H -0.589 1.981 -2.446
H -2.960 1.968 -2.499
H -5.034 3.298 -2.507
H -4.958 5.723 -2.071
H -2.781 6.822 -1.681
H -0.704 5.488 -1.669


No. 7
135
Properties=species:S:1:pos:R:3 method="wB97M-V/def2-TZVPD" e_lumo_ha=-0.041 spin_multiplicity=1 homo_ev=-8.9 gap_ev=7.835 smiles="COCCCCCCCCCCCCN(B(O)O)S(=O)(=O)F.O=[N+]([O-])c1ccccc1.O=[N+]([O-])c1ccccc1.O=[N+]([O-])c1ccccc1.O=[N+]([O-])c1ccccc1.O=[N+]([O-])c1ccccc1.O=[N+]([O-])c1ccccc1" largest_force_ha_per_bohr=0.1493
C 2.367 -3.602 4.860
O 1.824 -2.269 4.515
C 1.934 -2.198 3.041
C 2.421 -0.689 2.615
C 1.350 0.154 1.704
C -0.210 0.061 2.201
C -0.566 0.962 3.528
C -2.098 0.544 4.050
C -3.143 1.810 4.075
C -4.589 1.383 3.405
C -5.726 1.213 4.582
C -5.695 -0.279 5.297
C -5.811 -1.530 4.236
C -7.344 -1.678 3.613
N -7.288 -1.639 2.107
B -7.571 -2.969 1.448
O -8.346 -4.098 1.990
O -7.044 -3.142 0.048
S -8.185 -0.314 1.413
O -7.397 1.017 1.731
O -9.650 -0.189 1.896
F -8.252 -0.377 -0.332
H 2.041 -4.432 4.098
H 3.538 -3.509 4.838
H 2.016 -3.910 5.953
H 0.933 -2.553 2.549
H 2.770 -2.962 2.663
H 2.771 -0.071 3.559
H 3.394 -0.833 1.939
H 1.470 -0.136 0.570
H 1.662 1.301 1.804
H -0.613 -1.024 2.378
H -0.868 0.512 1.314
H -0.504 2.124 3.300
H 0.167 0.695 4.403
H -2.519 -0.274 3.323
H -2.002 0.110 5.149
H -2.658 2.764 3.547
H -3.272 2.115 5.211
H -4.506 0.470 2.671
H -4.924 2.306 2.726
H -6.821 1.532 4.236
H -5.454 1.982 5.453
H -4.668 -0.388 5.883
H -6.585 -0.300 6.068
H -5.607 -2.519 4.872
H -4.994 -1.529 3.389
H -7.821 -2.637 4.081
H -7.976 -0.760 4.037
H -9.249 -3.819 2.324
H -6.081 -3.415 0.088
O 5.075 0.716 -1.086
N 3.919 0.343 -1.335
O 3.048 0.139 -0.477
C 3.559 0.121 -2.740
C 4.524 0.303 -3.741
C 4.183 0.067 -5.074
C 2.890 -0.341 -5.403
C 1.928 -0.511 -4.406
C 2.258 -0.281 -3.069
H 5.537 0.621 -3.500
H 4.927 0.199 -5.857
H 2.630 -0.529 -6.444
H 0.921 -0.827 -4.671
H 1.498 -0.421 -2.303
O 5.975 2.789 -7.529
N 4.819 2.415 -7.778
O 3.948 2.211 -6.920
C 4.459 2.193 -9.184
C 5.424 2.375 -10.184
C 5.083 2.140 -11.517
C 3.790 1.731 -11.846
C 2.828 1.561 -10.849
C 3.158 1.791 -9.512
H 6.437 2.693 -9.943
H 5.827 2.271 -12.300
H 3.530 1.543 -12.887
H 1.821 1.245 -11.114
H 2.398 1.651 -8.746
O -1.333 1.842 -7.143
N -0.642 2.172 -6.167
O 0.595 2.249 -6.178
C -1.337 2.488 -4.913
C -2.732 2.377 -4.846
C -3.385 2.655 -3.644
C -2.650 3.044 -2.522
C -1.262 3.164 -2.595
C -0.597 2.886 -3.791
H -3.319 2.075 -5.711
H -4.467 2.566 -3.579
H -3.163 3.255 -1.585
H -0.696 3.471 -1.718
H 0.486 2.980 -3.831
O 4.226 -4.262 6.669
N 4.632 -3.276 7.302
O 5.384 -2.406 6.839
C 4.196 -3.131 8.696
C 3.375 -4.111 9.272
C 2.984 -3.980 10.606
C 3.404 -2.879 11.354
C 4.212 -1.900 10.774
C 4.613 -2.021 9.442
H 3.040 -4.975 8.703
H 2.353 -4.739 11.064
H 3.101 -2.785 12.395
H 4.533 -1.043 11.363
H 5.245 -1.250 9.007
O 1.056 -6.467 2.400
N 1.694 -6.181 1.375
O 1.216 -5.596 0.393
C 3.109 -6.567 1.321
C 3.680 -7.264 2.394
C 5.020 -7.650 2.326
C 5.782 -7.338 1.199
C 5.213 -6.634 0.135
C 3.873 -6.246 0.191
H 3.100 -7.515 3.280
H 5.471 -8.197 3.151
H 6.825 -7.645 1.148
H 5.814 -6.392 -0.738
H 3.443 -5.701 -0.647
O 0.109 7.548 -3.371
N -0.847 6.827 -3.692
O -0.910 5.608 -3.480
C -1.981 7.461 -4.376
C -1.936 8.831 -4.671
C -3.007 9.423 -5.343
C -4.112 8.655 -5.713
C -4.158 7.293 -5.409
C -3.092 6.689 -4.739
H -1.082 9.443 -4.390
H -2.979 10.484 -5.582
H -4.942 9.120 -6.242
H -5.024 6.702 -5.698
H -3.142 5.626 -4.513


No. 8
16
Properties=species:S:1:pos:R:3 method="wB97M-V/def2-TZVPD" e_lumo_ha=0.019 spin_multiplicity=1 homo_ev=-8.5 gap_ev=9.017 smiles="C/C=C/NS(N)(=O)=O" largest_force_ha_per_bohr=0.0703 de_lowest_kj_mol=146.7
C 0.036 2.658 -0.936
C -0.275 1.257 -0.609
C -0.395 0.862 0.665
N -0.488 -0.518 1.042
S -0.180 -1.810 -0.015
N 0.761 -2.715 1.034
O -1.401 -2.500 -0.378
O 0.556 -1.384 -1.121
H -0.054 3.208 0.017
H -0.466 3.192 -1.706
H 1.154 2.608 -1.166
H -0.272 0.547 -1.499
H -0.350 1.582 1.436
H -0.882 -0.716 1.918
H 1.759 -2.569 0.634
H 0.496 -3.702 0.684


No. 9
17
Properties=species:S:1:pos:R:3 method="wB97M-V/def2-TZVPD" e_lumo_ha=0.028 spin_multiplicity=1 homo_ev=-7.8 gap_ev=8.594 largest_force_ha_per_bohr=0.0064 de_lowest_kj_mol=532.9
C -1.745 -0.542 0.277
C -0.256 -0.718 0.498
C 0.635 -1.086 -0.720
C 1.613 0.019 -0.313
O 1.388 1.265 -1.012
C 0.675 1.788 0.024
C 0.684 0.491 0.830
H -2.237 -0.126 1.163
H -2.204 -1.513 0.055
H -1.946 0.129 -0.565
H -0.098 -1.451 1.297
H 1.050 -2.097 -0.701
H 0.179 -0.902 -1.697
H 2.680 -0.186 -0.216
H -1.055 1.882 -0.544
H -0.342 2.443 -0.250
H 0.979 0.605 1.875


No. 10
9
Properties=species:S:1:pos:R:3 method="wB97M-V/def2-TZVPD" e_lumo_ha=0.022 spin_multiplicity=1 homo_ev=-9.1 gap_ev=9.651 largest_force_ha_per_bohr=0.0597 de_lowest_kj_mol=280.9
O 1.981 -0.449 -0.099
C 0.662 -0.321 -0.280
C 0.163 0.890 0.144
O -1.171 0.640 0.387
C -1.342 -0.618 0.001
N -0.298 -1.261 -0.450
H 1.848 0.347 0.537
H 0.414 1.844 -0.299
H -2.334 -1.014 0.122


No. 11
25
Properties=species:S:1:pos:R:3 method="wB97M-V/def2-TZVPD" e_lumo_ha=-0.114 spin_multiplicity=1 homo_ev=-12.7 gap_ev=9.580 largest_force_ha_per_bohr=0.0498 charge=+1 de_lowest_kj_mol=171.6
N 2.118 -0.284 -0.235
C 1.948 0.444 1.053
C 0.414 0.521 1.558
N -0.363 -0.326 0.641
C -1.179 0.548 -0.242
C -2.399 -0.185 -0.914
C -1.089 -1.426 1.326
H 1.336 -0.110 -0.873
H 3.041 -0.180 -0.658
H 2.062 -1.288 -0.036
H 2.566 -0.016 1.824
H 2.303 1.468 0.999
H -0.059 1.501 1.503
H 0.267 0.437 2.642
H -0.557 0.943 -1.036
H -1.582 1.425 0.331
H -2.673 0.558 -1.680
H -1.955 -1.079 -1.329
H -3.251 -0.346 -0.250
H -0.360 -1.951 1.946
H -1.339 -2.228 0.638
H -1.994 -1.094 1.816
H 1.058 1.605 -2.776
H 0.490 0.410 -3.433
O 1.198 0.652 -2.815


No. 12
18
Properties=species:S:1:pos:R:3 method="wB97M-V/def2-TZVPD" e_lumo_ha=0.041 spin_multiplicity=1 homo_ev=-9.7 gap_ev=10.810 smiles=CCN1C[C@H]1CO largest_force_ha_per_bohr=0.0085 de_lowest_kj_mol=196.8
C -1.940 -0.979 -0.601
C -1.462 -0.138 0.572
N -0.006 -0.159 0.668
C 0.622 0.990 1.290
C 0.723 0.772 -0.176
C 1.998 0.209 -0.811
O 2.044 -1.194 -0.759
H -3.034 -0.996 -0.643
H -1.580 -2.008 -0.508
H -1.568 -0.574 -1.549
H -1.836 0.897 0.471
H -1.860 -0.534 1.513
H -0.027 1.791 1.643
H 1.479 0.775 1.926
H 0.118 1.432 -0.800
H 2.050 0.517 -1.862
H 2.874 0.643 -0.304
H 1.404 -1.445 -0.072


No. 13
11
Properties=species:S:1:pos:R:3 method="wB97M-V/def2-TZVPD" e_lumo_ha=0.018 spin_multiplicity=1 homo_ev=-8.8 gap_ev=9.333 smiles="ONC1=NOCO1" largest_force_ha_per_bohr=0.1159 de_lowest_kj_mol=574.9
O 2.344 -0.072 0.462
N 1.528 0.496 -0.490
C 0.267 0.372 -0.117
N -0.523 1.357 0.197
O -1.766 0.789 0.093
C -1.653 -0.605 0.087
O -0.316 -0.824 -0.206
H 2.645 -1.079 0.021
H 1.617 1.520 -0.445
H -2.412 -0.928 -0.732
H -1.730 -1.025 1.131


no.,molar mass (Da)
1,312.04
2,124.14
3,663.59
4,118.14
5,176.16
6,678.50
7,1079.92
8,136.18
9,98.14
10,85.06
11,121.20
12,101.15
13,104.06